1.
Density functional theory data (the ωB97M-V functional and the def2-TZVPD basis) for a molecular structure, C47H42Be2Br2Cl2F19I2MgN2O5S in a non-equilibrium geometry.

```
125
Properties=species:S:1:pos:R:3:forces:R:3:lowdin_charge:R:1
C -4.198671 -1.332052 -7.998077 -0.4 0.5 0.3 -0.144
C -3.459391 -0.229391 -7.120958 -0.1 -1.3 -0.3 -0.325
C -1.887385 -0.463763 -7.047858 -0.6 -0.5 -0.5 -0.185
C -1.054246 0.543102 -7.942222 0.0 -0.2 0.4 -0.175
C -0.108087 1.514969 -7.086546 -0.7 -0.8 -0.9 -0.182
C -0.542309 3.002674 -7.367283 0.5 -0.2 0.0 -0.180
C 0.530658 4.067612 -6.859643 0.0 -1.3 -0.2 -0.150
C 0.880689 3.650358 -5.410115 0.5 0.1 1.3 -0.174
C 2.207663 3.110590 -4.995204 -1.7 0.1 1.6 -0.538
I 3.774646 2.886449 -6.434577 -1.3 -0.4 1.1 1.066
C 2.462275 2.686405 -3.575755 -0.8 0.9 -1.0 -0.529
I 4.401360 1.890327 -3.162775 -1.5 0.0 0.4 1.097
C 1.414972 2.781923 -2.514994 -0.4 0.4 -1.5 -0.157
C 1.652908 2.356784 -1.042145 -0.5 -0.3 -0.7 -0.122
C 1.608208 3.533341 0.000437 0.1 -0.5 0.1 -0.041
C 2.939626 4.349714 0.131556 -0.9 1.0 -0.6 -0.340
F 3.872802 4.069112 -0.861185 -0.9 0.1 1.4 0.029
F 2.594811 5.697269 -0.071608 0.6 -1.4 0.3 0.072
C 3.585057 4.320675 1.586499 -0.9 1.4 -0.6 -0.286
F 4.504121 5.335358 1.644231 -0.4 -1.5 0.1 0.132
F 2.549209 4.687913 2.441625 1.4 -0.5 -0.9 0.110
C 4.122411 2.895721 2.025099 -1.8 -0.8 0.7 -0.268
F 3.187292 2.423040 2.948574 1.3 0.6 -0.9 0.109
F 4.042937 1.979075 0.991791 0.8 1.5 1.1 0.106
C 5.498580 2.868341 2.791964 -0.6 -1.4 2.5 -0.368
F 5.499384 1.689639 3.521883 0.0 1.3 -1.4 0.093
F 5.577267 3.845134 3.749333 -0.4 -1.0 -1.9 0.132
S 7.048623 2.827677 1.749572 4.4 0.4 0.2 0.910
F 7.445786 4.325745 2.294997 -0.6 -1.5 -0.8 -0.155
F 7.884596 2.191864 3.046600 -1.3 0.9 -1.5 -0.170
F 6.810193 1.310213 1.236118 -0.6 1.8 0.3 -0.135
F 6.360541 3.505146 0.445815 0.0 -1.0 1.3 -0.141
F 8.460046 2.825696 0.941304 -1.5 0.0 0.6 -0.137
C 0.126009 3.303007 -2.951638 1.2 1.0 -2.2 0.007
C -0.116008 3.732449 -4.360635 1.3 -0.7 1.9 0.020
C -1.595673 4.195551 -4.382928 1.4 -0.3 -0.8 -0.311
O -2.172354 4.849686 -5.197217 0.2 -0.4 0.4 0.171
N -2.234455 3.621099 -3.187644 0.4 -0.3 -1.1 0.138
C -2.924870 2.415560 -3.596407 -1.7 -0.6 0.9 -0.400
F -2.391477 1.787582 -4.717015 -0.3 1.0 0.9 0.097
F -4.222028 2.816515 -3.972344 1.5 -0.5 0.0 0.057
C -3.091085 1.344820 -2.490896 -1.4 -2.0 2.4 -0.046
C -2.015962 0.485949 -1.998578 -0.3 0.3 0.0 0.020
C -2.175882 -0.523242 -0.965885 -2.3 0.8 -0.2 -0.013
C -3.504710 -0.743002 -0.391080 0.5 2.1 -2.2 -0.040
C -4.605219 0.086828 -0.890737 1.2 0.0 0.2 -0.097
C -6.054268 -0.138360 -0.331224 1.3 -0.3 -2.6 -0.480
F -6.891565 -0.258933 -1.418775 0.5 0.5 2.0 0.127
F -6.153763 -1.383907 0.319991 0.1 1.8 -0.2 0.025
F -6.473460 0.890826 0.471257 -0.1 -1.6 -0.6 0.066
C -4.425066 1.130362 -1.905610 1.5 -1.3 0.9 0.083
C -1.186879 3.510062 -2.189228 1.1 -0.8 -0.2 -0.327
O -1.393176 3.591094 -1.010013 0.1 -0.3 -0.6 0.153
H -3.993027 -2.370578 -7.613168 0.0 1.1 -0.5 0.085
H -5.316583 -1.185336 -7.927403 1.0 -0.1 -0.1 0.056
H -3.941156 -1.242476 -9.088923 0.0 -0.3 1.0 0.077
H -3.710650 0.771580 -7.607500 1.0 -1.2 1.0 -0.165
H -3.937808 -0.260096 -6.109139 0.5 0.3 -0.8 0.102
H -1.717892 -1.505382 -7.450723 -0.1 1.0 0.5 0.108
H -1.568879 -0.500192 -5.973200 -0.1 0.3 -1.0 0.106
H -1.783294 1.150132 -8.547601 0.7 -0.5 0.5 0.079
H -0.458196 -0.065384 -8.681207 -0.5 0.8 0.8 0.113
H -0.220394 1.189834 -6.021187 0.4 0.7 -0.7 0.084
H 0.944080 1.278043 -7.406414 -0.8 0.6 0.4 0.092
H -0.625575 3.114886 -8.483660 -0.1 0.1 1.0 0.119
H -1.543742 3.164832 -6.878920 1.0 0.0 -0.7 0.098
H 0.189255 5.124420 -6.978750 0.1 -0.9 0.4 0.127
H 1.412943 3.942820 -7.553125 -0.8 0.2 0.9 0.061
H 2.581850 1.735500 -1.014560 -0.7 0.7 0.3 0.050
H 0.808421 1.657619 -0.772082 0.8 0.7 -0.4 0.136
H 1.341310 3.084232 0.997306 0.4 0.5 -0.9 0.137
H 0.774694 4.255866 -0.223915 1.0 -0.7 0.1 0.129
H -0.987044 0.635516 -2.447419 -1.0 -0.3 0.3 0.102
H -1.324443 -1.139199 -0.594024 -0.7 0.7 -0.6 0.120
H -3.660741 -1.522015 0.392382 0.2 0.6 -0.9 0.046
H -5.327089 1.714858 -2.183759 1.0 -0.4 0.0 0.132
Mg -5.021289 1.950053 -8.444671 -0.6 0.6 -0.4 0.622
C -3.172602 -7.673389 5.853416 -0.1 0.1 0.0 -0.033
C -4.099000 -7.775345 6.887981 0.0 0.1 -0.1 -0.033
C -5.243467 -6.989694 6.879395 0.0 -0.1 0.1 0.014
C -5.461710 -6.091001 5.842516 0.1 0.0 -0.1 -0.076
C -4.520465 -5.969819 4.810867 0.0 0.3 -0.3 -0.111
C -3.378946 -6.774668 4.818365 0.2 0.0 0.2 -0.050
C -4.721179 -4.985918 3.735842 0.4 -0.1 0.7 -0.341
O -3.902158 -4.853415 2.798504 -0.2 0.7 0.8 -0.280
C -5.911683 -4.123875 3.768783 0.7 -0.3 -0.1 -0.064
C -6.073505 -3.149532 2.778907 -0.7 1.2 0.5 -0.112
C -7.200416 -2.332118 2.783132 -0.1 -0.3 -0.2 -0.157
C -8.170645 -2.494380 3.767366 -0.1 -0.3 0.0 -0.073
C -8.008374 -3.455765 4.751659 -0.1 0.3 -0.3 0.045
C -6.872165 -4.266851 4.759664 -0.1 0.3 -0.2 -0.048
C -6.692613 -5.270336 5.836899 -0.3 -0.5 0.7 -0.271
O -7.538436 -5.406430 6.697012 0.0 0.2 -0.2 0.130
H -2.284326 -8.293744 5.859024 -0.1 0.1 0.0 0.117
H -3.928108 -8.469935 7.701875 0.0 0.0 -0.1 0.116
H -5.962483 -7.076252 7.685151 0.0 0.1 -0.1 0.127
H -2.651228 -6.697888 4.022682 -0.1 0.1 0.1 0.066
H -5.312285 -3.034049 2.005655 0.3 -1.0 -1.0 0.076
H -7.326393 -1.574995 2.023897 -0.2 0.0 0.2 0.091
H -9.051386 -1.864607 3.767348 0.1 0.0 0.0 0.125
H -8.765040 -3.573732 5.518496 0.2 -0.1 0.0 0.138
Br 4.116914 0.238514 -6.646293 -0.1 0.6 0.1 -0.015
C 7.376927 -0.767628 7.026477 -0.2 0.2 0.2 -0.075
C 8.751566 -1.368905 7.304370 -0.2 -0.1 -0.4 -0.431
C 9.825711 -0.949337 6.283770 0.2 -0.1 0.2 -0.205
O 9.736999 -1.611191 5.030451 0.0 0.3 0.1 -0.188
C 8.779118 -1.064282 4.141534 0.1 -0.3 -0.1 -0.105
N 8.622545 -2.828757 7.385275 0.3 0.1 0.0 0.036
H 6.860825 -1.264581 6.204090 0.1 0.0 0.0 0.062
H 6.737720 -0.865499 7.906743 0.1 -0.1 0.0 0.076
H 7.454193 0.296511 6.788691 0.0 0.0 0.0 0.076
H 9.072751 -1.000464 8.284043 0.1 0.0 -0.1 0.135
H 10.802457 -1.226992 6.691003 0.0 -0.1 -0.1 0.121
H 9.844852 0.139063 6.145406 -0.1 0.0 -0.1 0.119
H 8.694878 0.021135 4.241350 0.0 0.0 0.1 0.074
H 7.807281 -1.538247 4.296274 -0.1 0.2 0.0 0.076
H 9.096599 -1.293777 3.122947 0.1 0.0 0.1 0.090
H 9.516848 -3.220371 7.672024 -0.1 0.0 0.1 0.072
H 8.500898 -3.175154 6.435015 -0.1 0.0 0.1 0.069
Cl 4.582354 -0.427675 -1.808836 -0.1 0.4 -0.3 -0.239
Be -4.734492 -1.495644 2.313327 -1.2 1.6 1.3 0.589
F 0.702750 1.008937 -3.701158 -0.3 -0.6 0.3 -0.439
Cl -6.068668 -0.344373 4.694696 1.3 1.8 -1.6 -0.082
Be -5.067750 0.879224 2.868307 -0.5 -3.1 1.6 0.531
Br -3.844099 -6.782912 1.687874 0.0 -0.9 -1.3 0.434
```
Forces are in eV/Å.

The frontier orbital gap comes out at 1.10 eV. Its total charge is +1. The calculation puts the HOMO energy at -8.33 eV. As for the spin multiplicity: 1.

2.
Density functional theory data (the ωB97M-V functional and the def2-TZVPD basis) for 2 unconnected molecules or ions with the total composition C9H14O in a non-equilibrium geometry.

```
24
Properties=species:S:1:pos:R:3:forces:R:3:lowdin_charge:R:1
C -2.171433 1.636854 -3.188477 0.6 0.2 0.3 -0.168
C -1.521927 0.282034 -2.915282 -1.0 -0.3 0.0 -0.176
H -1.523854 2.501863 -3.022019 0.4 -0.3 -0.2 0.052
H -2.497110 1.668362 -4.224156 -0.4 0.2 0.0 0.059
H -2.955844 1.834344 -2.469437 -0.7 -0.2 -0.2 0.060
H -0.530851 0.207497 -3.352252 0.1 -0.2 0.2 0.066
H -2.172826 -0.495933 -3.326391 0.2 0.0 -0.4 0.064
H -1.545803 0.017859 -1.863053 0.5 0.3 0.1 0.046
C 1.254727 -2.306596 2.910848 0.1 0.8 0.7 -0.057
C 1.153184 -1.456857 0.566466 -0.2 0.4 -0.5 -0.042
C 0.882995 -1.241218 1.915252 -0.4 -0.8 -0.3 -0.286
C 0.938593 -0.459134 -0.376912 0.2 1.4 -0.1 -0.020
C 0.229547 -0.066345 2.278256 0.7 -0.4 -0.4 -0.047
C 0.278667 0.717254 -0.021218 -0.2 -1.3 0.5 -0.341
C -0.144874 0.833011 1.294270 0.3 1.3 0.7 -0.028
O 0.005705 1.648523 -0.979832 0.5 0.4 0.3 0.021
H 1.481641 -2.410026 0.172107 0.5 0.0 0.4 0.111
H 1.452974 -0.374207 -1.328148 -0.4 -0.9 -0.3 0.121
H 0.504596 -2.410678 3.695689 -0.2 -0.2 -0.2 0.076
H 2.157220 -2.020344 3.460661 0.1 0.0 -0.2 0.082
H 0.133255 0.169046 3.330244 -0.4 0.0 0.0 0.114
H -0.560250 1.780349 1.629985 -0.3 -0.1 -0.2 0.113
H -0.050454 2.511880 -0.553586 -0.1 0.0 -0.1 0.115
H 1.445906 -3.248798 2.428093 0.0 -0.4 -0.1 0.067
```
Forces are in eV/Å.

The frontier orbital gap comes out at 9.31 eV. Its total charge is 0. The calculation puts the HOMO energy at -8.50 eV. The calculation puts the energy above the lowest of the compared OMol25 structures with the same formula, charge and spin at 0.6666 eV. As for the spin multiplicity: 1.

> Which of these has the highest total charge?

C47H42Be2Br2Cl2F19I2MgN2O5S

> total charge of number 2 (C9H14O)?

0

> What is the spin multiplicity in the first record?

1

What did the second record say?
Density functional theory data (the ωB97M-V functional and the def2-TZVPD basis) for 2 unconnected molecules or ions with the total composition C9H14O in a non-equilibrium geometry.

```
24
Properties=species:S:1:pos:R:3:forces:R:3:lowdin_charge:R:1
C -2.171433 1.636854 -3.188477 0.6 0.2 0.3 -0.168
C -1.521927 0.282034 -2.915282 -1.0 -0.3 0.0 -0.176
H -1.523854 2.501863 -3.022019 0.4 -0.3 -0.2 0.052
H -2.497110 1.668362 -4.224156 -0.4 0.2 0.0 0.059
H -2.955844 1.834344 -2.469437 -0.7 -0.2 -0.2 0.060
H -0.530851 0.207497 -3.352252 0.1 -0.2 0.2 0.066
H -2.172826 -0.495933 -3.326391 0.2 0.0 -0.4 0.064
H -1.545803 0.017859 -1.863053 0.5 0.3 0.1 0.046
C 1.254727 -2.306596 2.910848 0.1 0.8 0.7 -0.057
C 1.153184 -1.456857 0.566466 -0.2 0.4 -0.5 -0.042
C 0.882995 -1.241218 1.915252 -0.4 -0.8 -0.3 -0.286
C 0.938593 -0.459134 -0.376912 0.2 1.4 -0.1 -0.020
C 0.229547 -0.066345 2.278256 0.7 -0.4 -0.4 -0.047
C 0.278667 0.717254 -0.021218 -0.2 -1.3 0.5 -0.341
C -0.144874 0.833011 1.294270 0.3 1.3 0.7 -0.028
O 0.005705 1.648523 -0.979832 0.5 0.4 0.3 0.021
H 1.481641 -2.410026 0.172107 0.5 0.0 0.4 0.111
H 1.452974 -0.374207 -1.328148 -0.4 -0.9 -0.3 0.121
H 0.504596 -2.410678 3.695689 -0.2 -0.2 -0.2 0.076
H 2.157220 -2.020344 3.460661 0.1 0.0 -0.2 0.082
H 0.133255 0.169046 3.330244 -0.4 0.0 0.0 0.114
H -0.560250 1.780349 1.629985 -0.3 -0.1 -0.2 0.113
H -0.050454 2.511880 -0.553586 -0.1 0.0 -0.1 0.115
H 1.445906 -3.248798 2.428093 0.0 -0.4 -0.1 0.067
```
Forces are in eV/Å.

The frontier orbital gap comes out at 9.31 eV. Its total charge is 0. The calculation puts the HOMO energy at -8.50 eV. The calculation puts the energy above the lowest of the compared OMol25 structures with the same formula, charge and spin at 0.6666 eV. As for the spin multiplicity: 1.